C10H23IO3S in the gas phase at a distorted geometry, computed with ωB97M-V with the def2-TZVPD basis set.

XYZ file:
```
38
Properties=species:S:1:pos:R:3:mulliken_charge:R:1
C -2.07 1.83 -4.12 -1.1272
C -2.93 0.93 -3.22 -0.3579
O -2.43 0.85 -1.88 -0.2810
C -2.29 -0.49 -1.46 -0.5012
C -2.15 -0.64 0.09 0.2412
O -2.56 0.49 0.83 -0.3937
C -1.57 1.48 0.92 -0.4889
S -0.73 1.46 2.60 -0.1947
C 1.06 1.17 2.33 -0.8233
C 1.37 -0.37 2.22 -0.0074
C 2.77 -0.49 1.57 -0.6515
C 3.28 -1.96 1.55 -0.7059
O 2.70 -2.76 0.54 -0.3861
C 3.05 -2.32 -0.76 -0.6521
H -2.01 2.87 -3.77 0.2832
H -1.07 1.38 -4.26 0.2834
H -2.55 1.85 -5.12 0.3825
H -3.03 -0.06 -3.69 0.3642
H -3.95 1.36 -3.15 0.2807
H -3.19 -1.06 -1.78 0.4140
H -1.38 -0.92 -1.93 0.2832
H -1.11 -0.94 0.34 -0.3503
H -2.79 -1.49 0.39 0.3889
H -0.82 1.30 0.13 0.2808
H -2.05 2.46 0.74 0.4613
H -0.80 2.75 3.00 0.2965
H 1.43 1.64 1.41 0.5107
H 1.58 1.55 3.22 0.4572
H 1.34 -0.76 3.24 0.3518
H 0.58 -0.82 1.60 -0.0768
H 3.51 0.10 2.14 0.3261
H 2.74 -0.03 0.57 0.3596
H 3.06 -2.38 2.54 0.4066
H 4.39 -1.94 1.41 0.3773
H 4.07 -1.88 -0.72 0.3378
H 3.09 -3.15 -1.48 0.2632
H 2.35 -1.53 -1.07 0.1535
I -0.90 0.50 5.02 -0.5058
```

The calculated total energy is -1316.249012 Ha. As for the spin multiplicity: 1.

***

A molecular structure, H6O3 at a distorted geometry, computed with ωB97M-V with the def2-TZVPD basis set.

XYZ file:
```
9
Properties=species:S:1:pos:R:3:mulliken_charge:R:1
O -0.06 1.14 -1.02 -0.7709
H -0.62 0.84 -0.23 0.4375
H -0.42 1.98 -1.31 0.3147
O 1.05 -1.02 0.04 -0.6106
H 0.79 -1.82 -0.44 0.3742
H 0.89 -0.28 -0.61 0.4918
O -0.91 -0.18 0.98 -0.9097
H -1.27 0.12 1.82 0.2524
H 0.12 -0.74 0.72 0.4206
```

The calculation puts the energy relative to the best compared isomer or geometry (same formula, charge and spin) at 97.9 kJ/mol. The calculated total energy is -229.287787 Ha. As for the spin multiplicity: 1.

***

3 unconnected molecules or ions with the total composition C3H11ClN3 at a distorted geometry, computed with ωB97M-V with the def2-TZVPD basis set.

XYZ file:
```
18
Properties=species:S:1:pos:R:3:mulliken_charge:R:1
C -0.15 -1.18 2.73 -0.8514
C -0.20 -0.93 1.36 0.1166
C -0.48 0.31 -2.57 0.0950
N -0.81 0.62 -3.87 -0.3819
N 0.58 -0.21 -2.09 -0.3026
N 0.68 -0.67 0.48 -0.5331
Cl -0.67 2.80 3.95 -0.2514
H 0.77 -1.71 2.99 0.3102
H -0.22 -0.17 3.33 0.2114
H -1.01 -1.86 2.89 0.2839
H -1.16 -1.00 0.92 0.3324
H -1.06 0.67 -1.77 0.3158
H -0.27 0.14 -4.66 0.2903
H -1.75 0.75 -4.07 0.2659
H 1.15 -0.83 -2.63 0.2618
H -1.77 2.12 3.81 0.2541
H 0.67 -0.44 -0.99 0.4148
H 1.64 -0.68 0.87 0.1681
```

The calculation puts the energy relative to the best compared isomer or geometry (same formula, charge and spin) at 154.3 kJ/mol. Its charge is +1. The calculated total energy is -745.105698 Ha. As for the spin multiplicity: 1.

***

2 unconnected molecules or ions with the total composition C5H10O, computed with ωB97M-V with the def2-TZVPD basis set.

XYZ file:
```
16
Properties=species:S:1:pos:R:3:mulliken_charge:R:1
O -1.79 0.34 0.99 -0.5166
C -1.47 0.20 -0.17 -0.2883
C -0.18 -0.27 -0.68 0.1298
C 0.95 -0.78 0.23 -0.5909
C 1.29 0.67 0.61 -0.4822
C 0.43 1.21 -0.55 -0.8597
H -2.08 0.62 -1.01 0.3672
H -0.24 -0.72 -1.68 0.4238
H 1.74 -1.25 -0.36 0.2928
H 0.69 -1.46 1.05 0.2861
H 0.86 0.92 1.59 0.2065
H 2.33 0.97 0.57 0.3340
H -0.24 2.03 -0.25 0.3463
H 0.93 1.50 -1.46 0.3368
H -1.73 -1.73 0.82 -0.1073
H -1.49 -2.22 0.31 0.1217
```

The calculation puts the energy relative to the best compared isomer or geometry (same formula, charge and spin) at 267.0 kJ/mol. As for the SMILES: O=CC1CCC1.[H][H]. The calculated total energy is -271.650917 Ha. As for the spin multiplicity: 1.

***

2 unconnected molecules or ions with the total composition C5H11NO at a distorted geometry, computed with ωB97M-V with the def2-TZVPD basis set.

XYZ file:
```
18
Properties=species:S:1:pos:R:3:mulliken_spin:R:1
N -1.20 -2.20 0.36 0.0909
C -1.16 -1.00 -0.17 0.0930
C -0.16 -0.06 0.22 0.1725
C 0.87 -0.38 1.07 -0.0886
C 2.24 -0.14 0.95 0.5864
C -2.12 -0.61 -1.24 0.0035
H -1.94 -2.81 0.05 -0.0033
H -0.46 -2.70 0.82 0.0006
H -0.26 0.95 -0.12 0.0071
H 0.60 -1.10 1.87 0.0763
H 2.82 0.17 1.81 0.0160
H 2.72 -0.44 0.03 0.0324
H -2.64 -1.48 -1.61 -0.0004
H -2.83 0.13 -0.89 0.0078
H -1.51 -0.09 -1.97 0.0040
H 1.99 4.10 -0.29 -0.0002
H 0.62 3.47 -0.30 -0.0003
O 1.45 3.49 -0.80 0.0024
```

The calculation puts the energy relative to the best compared isomer or geometry (same formula, charge and spin) at 162.8 kJ/mol. Its charge is +1. The calculated total energy is -326.762095 Ha. As for the spin multiplicity: 2.

***

41 unconnected molecules or ions with the total composition C8H97INO40 at a distorted geometry, computed with ωB97M-V with the def2-TZVPD basis set.

XYZ file:
```
147
Properties=species:S:1:pos:R:3:mulliken_charge:R:1
C 4.38 -0.13 -0.25 -1.0886
C 3.76 1.16 -0.84 -0.4301
C 2.91 1.93 0.17 -0.8572
I 2.89 4.05 -0.22 0.3443
C 1.47 1.44 0.41 -0.3716
C 0.45 1.53 -0.72 -0.6733
C 0.52 0.45 -1.83 -1.0068
C 1.13 -0.87 -1.34 0.5233
C 0.91 -1.06 0.14 -0.7844
N 1.54 0.02 0.98 0.0554
H 4.47 -0.05 0.84 0.2695
H 5.39 -0.26 -0.64 0.4599
H 3.80 -1.02 -0.48 0.2060
H 3.20 0.96 -1.76 0.2730
H 4.58 1.81 -1.15 0.5702
H 3.42 1.86 1.14 0.3459
H 1.10 2.06 1.23 0.4570
H -0.54 1.47 -0.25 0.3159
H 0.51 2.52 -1.16 0.4102
H -0.47 0.29 -2.24 0.3333
H 1.12 0.85 -2.65 0.4783
H 2.18 -0.97 -1.62 0.1619
H 0.61 -1.70 -1.82 -0.2221
H -0.15 -1.12 0.42 0.2955
H 1.36 -2.01 0.45 0.2540
H 2.50 -0.24 1.20 0.2726
H 1.03 0.03 1.86 0.5181
O -2.14 -0.50 1.11 -0.4067
H -2.54 -0.68 1.97 0.2270
H -2.74 0.16 0.72 0.2273
O -4.52 1.13 0.07 -0.7089
H -4.94 0.90 0.91 0.3398
H -5.15 1.76 -0.31 0.3009
O 1.11 -3.85 -2.99 -0.6103
H 1.86 -4.07 -3.55 0.2746
H 0.88 -4.69 -2.58 0.2937
O 2.31 -5.90 -1.37 -0.5936
H 3.09 -6.44 -1.26 0.2754
H 2.43 -5.19 -0.73 0.3391
O -1.56 -1.55 -3.32 -0.5623
H -2.20 -1.69 -2.60 0.3681
H -0.86 -2.18 -3.13 0.1758
O 4.95 -3.46 -0.13 -0.6469
H 5.64 -3.12 0.45 0.2495
H 5.40 -3.57 -0.98 0.3247
O -6.31 2.33 1.92 -0.6044
H -5.75 3.07 2.19 0.3137
H -6.67 2.00 2.75 0.2658
O -3.38 -2.90 -1.63 -0.7211
H -4.05 -2.22 -1.80 0.3441
H -3.83 -3.71 -1.89 0.2762
O -3.55 -4.29 -4.22 -0.6209
H -3.13 -3.42 -4.16 0.3171
H -3.90 -4.32 -5.11 0.3231
O -6.08 -3.32 -0.42 -0.5184
H -5.53 -3.59 0.32 0.2329
H -6.48 -4.14 -0.74 0.2635
O 7.25 -5.07 0.53 -0.5956
H 6.57 -5.20 1.19 0.2882
H 7.92 -5.74 0.74 0.3392
O 1.27 7.17 -1.74 -0.6043
H 1.58 6.27 -1.66 0.1675
H 2.06 7.73 -1.66 0.3148
O -5.27 -5.37 1.68 -0.4131
H -4.34 -5.59 1.81 0.2134
H -5.72 -6.22 1.77 0.2211
O -5.68 1.81 4.86 -0.6159
H -4.81 1.42 4.96 0.2978
H -5.72 2.50 5.53 0.2866
O 2.42 -0.87 4.30 -0.6361
H 2.78 0.02 4.41 0.3418
H 2.05 -0.92 3.41 0.2114
O 3.60 -1.29 7.17 -0.6231
H 4.03 -0.46 7.35 0.3072
H 3.28 -1.23 6.26 0.3571
O 4.45 3.19 3.29 -0.6546
H 4.86 4.03 3.52 0.3110
H 4.17 3.27 2.37 0.3285
O 8.70 -6.98 2.20 -0.6268
H 8.07 -7.15 2.91 0.2777
H 9.38 -7.64 2.34 0.3082
O -1.10 8.58 -2.57 -0.6255
H -1.90 8.39 -2.05 0.3325
H -0.43 7.95 -2.27 0.3327
O -7.22 -0.58 -0.32 -0.5989
H -7.01 -1.51 -0.21 0.3666
H -6.36 -0.15 -0.39 0.3136
O -6.97 -7.66 3.08 -0.6472
H -7.46 -6.84 2.92 0.3205
H -7.35 -7.99 3.90 0.2978
O -0.52 10.07 0.24 -0.6340
H -0.63 9.43 -0.48 0.3324
H 0.00 10.78 -0.16 0.3188
O -3.79 -2.39 3.22 -0.5844
H -3.28 -2.62 4.00 0.2786
H -4.05 -3.24 2.84 0.2558
O 8.63 -7.43 5.07 -0.6072
H 9.37 -6.87 5.31 0.3160
H 8.21 -7.66 5.91 0.3010
O -6.23 -0.76 3.21 -0.5516
H -5.47 -1.35 3.33 0.3580
H -6.12 -0.04 3.83 0.2803
O 5.75 0.63 3.17 -0.6204
H 5.36 1.51 3.12 0.3564
H 6.51 0.65 2.58 0.2887
O -0.34 -3.88 -5.67 -0.6334
H 0.59 -3.92 -5.92 0.2680
H -0.34 -3.80 -4.71 0.3877
O 1.87 -4.88 1.43 -0.5639
H 1.24 -4.18 1.28 0.3088
H 1.49 -5.39 2.15 0.2857
O -7.56 -4.63 3.61 -0.6459
H -7.95 -3.76 3.47 0.3293
H -6.99 -4.76 2.85 0.3250
O 1.95 11.47 -0.34 -0.5982
H 2.30 10.58 -0.21 0.2749
H 2.69 12.06 -0.14 0.3242
O 6.25 -4.93 -2.56 -0.6390
H 6.68 -5.23 -1.75 0.3391
H 5.94 -5.73 -2.98 0.2958
O 3.00 9.09 -3.56 -0.6407
H 2.22 9.61 -3.82 0.3668
H 2.91 8.27 -4.06 0.3100
O 2.25 14.26 -1.16 -0.6331
H 1.60 14.87 -1.50 0.3038
H 2.01 13.41 -1.55 0.3211
O -6.34 -7.06 -0.68 -0.5980
H -5.72 -7.44 -1.31 0.2975
H -6.70 -7.82 -0.21 0.3200
O 0.49 10.34 -4.25 -0.6712
H -0.02 11.09 -4.55 0.3059
H -0.10 9.86 -3.64 0.3922
O -2.39 -3.32 -7.76 -0.6101
H -1.79 -3.52 -7.03 0.3334
H -2.60 -4.18 -8.15 0.3133
O -8.26 -4.40 -1.97 -0.5660
H -8.87 -3.68 -2.16 0.2863
H -8.74 -5.20 -2.17 0.2802
O -3.69 8.54 -1.16 -0.6574
H -4.28 8.29 -0.44 0.2899
H -4.07 9.36 -1.51 0.3246
O 11.10 -5.87 0.66 -0.6305
H 10.47 -6.06 1.36 0.3480
H 11.83 -6.49 0.79 0.3082
O -3.46 11.46 -1.53 -0.6361
H -3.31 12.11 -2.22 0.3034
H -2.60 11.33 -1.10 0.3489
```

Its charge is +1. The calculated total energy is -3724.833985 Ha. As for the spin multiplicity: 1.

***

Q: What is the formula in the fourth record?
A: C5H10O

***

Q: Number 2 is which compound?
A: H6O3

***

Q: Among the records above, which one has the lowest calculated total energy?
A: C8H97INO40